{"formula": "C50H39I2N6O2P2S5Y", "method": "wB97M-V/def2-TZVPD", "symbols": ["Y", "S", "N", "C", "C", "C", "C", "C", "N", "C", "C", "N", "C", "C", "C", "C", "C", "N", "H", "H", "H", "H", "H", "H", "O", "C", "O", "C", "C", "C", "C", "C", "N", "H", "H", "H", "H", "C", "N", "C", "P", "C", "C", "C", "C", "C", "C", "C", "C", "C", "C", "C", "C", "C", "C", "C", "C", "C", "C", "P", "C", "C", "C", "C", "C", "C", "C", "C", "C", "C", "C", "C", "H", "H", "H", "H", "H", "H", "H", "H", "H", "H", "H", "H", "H", "H", "H", "H", "H", "H", "H", "H", "H", "H", "H", "H", "H", "H", "H", "H", "H", "S", "S", "S", "S", "I", "I"], "xyz": [[0.8060, -1.3853, -0.8504], [7.2575, -1.6225, -5.6650], [6.1055, -2.7336, -5.4397], [5.2543, -2.2237, -4.5585], [4.0610, -2.8844, -4.0535], [3.6910, -4.1542, -4.5025], [2.5463, -4.7107, -4.0010], [1.8168, -3.9938, -3.0542], [2.1706, -2.8073, -2.5844], [3.2762, -2.2354, -3.1020], [3.6386, -0.8715, -2.6586], [2.8378, -0.2594, -1.7662], [3.1390, 0.9744, -1.3871], [4.2306, 1.6928, -1.8659], [5.0604, 1.0751, -2.7671], [4.7630, -0.2262, -3.1690], [5.5986, -0.9311, -4.1280], [6.7090, -0.4617, -4.6818], [4.3059, -4.6559, -5.2372], [2.1890, -5.6786, -4.3208], [0.8984, -4.4068, -2.6621], [2.4758, 1.4346, -0.6660], [4.3999, 2.6991, -1.5149], [5.9335, 1.5663, -3.1743], [4.5954, -1.6169, 0.5330], [3.4015, -1.4966, 0.7104], [2.4433, -2.2424, 0.2687], [2.8673, -0.3420, 1.5356], [3.6205, 0.1966, 2.5637], [3.0437, 1.1689, 3.3639], [1.7504, 1.5779, 3.0814], [1.0896, 1.0168, 2.0019], [1.6272, 0.0683, 1.2328], [4.6220, -0.1764, 2.7186], [3.5854, 1.5903, 4.2002], [1.2458, 2.3128, 3.6934], [0.0686, 1.3095, 1.7792], [-2.7815, 0.1340, 1.3876], [-2.1475, 1.4227, 1.6504], [-1.9642, 2.2582, 0.4648], [-0.9913, 1.5048, -0.9494], [0.1798, 2.8503, -1.3549], [0.7910, 3.6030, -0.3532], [1.7826, 4.5246, -0.6616], [2.1763, 4.7036, -1.9800], [1.5785, 3.9521, -2.9821], [0.5911, 3.0285, -2.6753], [-2.2813, 1.6632, -2.2325], [-2.9591, 0.5240, -2.6497], [-4.0339, 0.6290, -3.5208], [-4.4321, 1.8716, -3.9895], [-3.7582, 3.0146, -3.5789], [-2.6946, 2.9092, -2.6958], [-2.7326, 2.1939, 2.7050], [-1.8904, 2.9926, 3.4722], [-2.3978, 3.7742, 4.4953], [-3.7587, 3.7603, 4.7734], [-4.6032, 2.9724, 4.0080], [-4.0978, 2.1999, 2.9704], [-1.5838, -1.2899, 1.3516], [-0.8695, -1.2212, 3.0260], [-1.4792, -0.5918, 4.1098], [-0.8519, -0.5580, 5.3453], [0.3843, -1.1685, 5.5181], [0.9918, -1.8103, 4.4496], [0.3721, -1.8229, 3.2089], [-2.8087, -2.6412, 1.4880], [-3.8529, -2.7140, 0.5666], [-4.7857, -3.7366, 0.6374], [-4.6801, -4.7058, 1.6245], [-3.6394, -4.6453, 2.5395], [-2.7114, -3.6173, 2.4755], [-3.3564, 0.1342, 0.4519], [-3.4902, -0.0977, 2.1830], [-1.4645, 3.1754, 0.7786], [-2.9371, 2.5484, 0.0415], [0.5097, 3.4748, 0.6860], [2.2409, 5.1017, 0.1310], [2.9442, 5.4256, -2.2243], [1.8805, 4.0792, -4.0133], [0.1463, 2.4357, -3.4651], [-2.6327, -0.4533, -2.3226], [-4.5406, -0.2698, -3.8460], [-5.2619, 1.9535, -4.6785], [-4.0587, 3.9871, -3.9437], [-2.1797, 3.8102, -2.3797], [-0.8280, 2.9772, 3.2627], [-1.7293, 4.3840, 5.0879], [-4.1553, 4.3601, 5.5806], [-5.6655, 2.9631, 4.2110], [-4.7711, 1.6052, 2.3679], [-2.4458, -0.1150, 4.0106], [-1.3327, -0.0586, 6.1757], [0.8693, -1.1514, 6.4845], [1.9467, -2.3041, 4.5700], [0.8747, -2.3099, 2.3811], [-3.9333, -1.9885, -0.2341], [-5.5875, -3.7804, -0.0872], [-5.4064, -5.5053, 1.6787], [-3.5418, -5.4035, 3.3039], [-1.8986, -3.5943, 3.1913], [-1.3968, -2.7914, -1.8170], [-1.6367, -2.9304, -3.8633], [-0.0115, -1.9807, -4.7086], [0.2970, -0.3409, -3.5199], [-0.0502, -4.3733, -0.1014], [1.4167, -5.4978, 2.1093]], "atomic_forces_ev_per_a": [[-0.1313, 0.2643, -0.7529], [-0.2317, 0.0460, 0.0742], [-0.0102, 0.0628, 0.1369], [-0.1314, -0.3973, -0.1788], [0.2240, -0.1212, -0.2187], [0.0068, 0.0533, 0.0445], [-0.0694, -0.0002, 0.0505], [-0.0657, 0.0381, 0.0910], [0.0430, 0.2240, 0.0175], [0.0164, 0.2385, 0.2169], [-0.2061, -0.2506, 0.0720], [0.0594, 0.1953, 0.1112], [-0.0334, 0.1422, -0.0311], [-0.0312, -0.1547, 0.0366], [-0.0379, 0.0374, 0.0506], [0.3083, 0.0320, -0.2216], [0.1026, 0.4060, 0.1129], [-0.0578, -0.1067, 0.0767], [0.0035, -0.0087, -0.0042], [0.0106, -0.0119, -0.0146], [0.0547, -0.0162, -0.0607], [-0.0080, 0.0215, -0.0270], [0.0182, 0.0306, -0.0067], [0.0202, -0.0004, -0.0129], [0.0658, -0.0823, 0.0493], [-0.2093, -0.0901, 0.0374], [0.5183, -0.1013, 0.1333], [0.0614, 0.0325, 0.0470], [-0.1076, 0.0530, 0.0108], [0.0040, -0.0171, -0.0347], [0.0192, -0.0043, -0.0177], [-0.0460, 0.0992, -0.0462], [0.1514, -0.0362, -0.0574], [0.0292, -0.0108, 0.0074], [0.0150, 0.0094, 0.0152], [0.0279, -0.0007, 0.0177], [0.0430, -0.0633, -0.0196], [-0.1655, 0.0575, 0.0394], [-0.0030, -0.1148, -0.1251], [-0.0513, 0.1657, -0.0513], [-0.0184, -0.2586, 0.0143], [-0.0279, -0.0185, 0.1163], [0.0538, 0.0280, 0.0419], [-0.0075, -0.0304, -0.0353], [-0.0110, 0.0042, 0.0259], [-0.0161, -0.0023, -0.0262], [0.0150, 0.0116, -0.0318], [0.0006, -0.0234, 0.0666], [-0.0113, 0.0214, -0.0578], [0.0018, -0.0157, -0.0050], [0.0120, 0.0275, 0.0100], [0.0194, -0.0874, 0.0349], [0.0153, 0.1510, -0.0733], [0.0101, 0.0230, 0.0732], [0.0021, -0.0076, -0.0079], [-0.0143, -0.0058, 0.0065], [0.0185, -0.0020, -0.0121], [0.0140, 0.0072, 0.0076], [0.0398, 0.0092, 0.0052], [0.1490, 0.0293, -0.0718], [-0.0346, 0.0251, 0.0328], [-0.0211, 0.0066, 0.0244], [0.0594, -0.0178, 0.0060], [-0.0116, -0.0114, -0.0413], [-0.0323, 0.0054, -0.0051], [0.0446, -0.1272, 0.0524], [-0.0219, 0.0552, 0.0201], [-0.0039, 0.0181, -0.0736], [0.0253, -0.0146, 0.0355], [0.0039, 0.0325, 0.0080], [-0.0238, 0.0006, -0.0378], [0.0661, -0.0493, 0.0434], [0.0503, 0.0040, 0.0228], [-0.0095, -0.0031, -0.0683], [-0.0825, -0.0239, -0.0428], [0.0389, 0.0094, 0.0383], [0.0252, 0.0058, -0.0426], [0.0122, 0.0184, 0.0026], [0.0151, 0.0146, -0.0109], [0.0204, 0.0100, -0.0125], [-0.0189, -0.0112, -0.0031], [0.0581, -0.0644, 0.0511], [-0.0191, -0.0079, -0.0208], [-0.0203, -0.0133, -0.0204], [-0.0218, 0.0310, -0.0139], [0.0116, -0.0396, 0.0125], [-0.0017, 0.0223, 0.0034], [0.0201, 0.0173, 0.0183], [-0.0139, 0.0146, 0.0180], [-0.0308, -0.0044, -0.0003], [-0.0325, -0.0179, -0.0133], [0.0067, -0.0308, -0.0133], [-0.0205, 0.0169, 0.0279], [0.0070, 0.0163, 0.0479], [0.0284, -0.0125, 0.0143], [-0.0358, -0.0623, -0.0352], [0.0183, 0.0139, 0.0102], [-0.0227, -0.0043, -0.0188], [-0.0075, -0.0345, -0.0051], [0.0028, -0.0266, 0.0307], [0.0000, 0.0279, -0.0151], [-0.3522, -0.1127, -0.0777], [-0.0915, -0.0125, 0.1822], [0.0900, 0.2046, 0.1418], [-0.0172, -0.0608, -0.1158], [0.0902, -0.4119, 0.4449], [-0.1982, 0.1230, -0.2507]], "mulliken_charge": [0.18, 0.11, -0.70, 0.83, 0.53, -0.82, -1.16, -0.35, 0.90, -0.71, -0.79, 1.41, -0.26, -1.41, -0.85, 0.71, 0.78, -0.69, 0.54, 0.49, 0.39, 0.41, 0.62, 0.53, -0.71, 0.04, -0.18, 0.74, -1.10, -1.17, -1.23, 0.12, 2.28, 0.64, 0.47, 0.51, -0.51, -2.78, 1.92, -2.44, 2.15, 0.34, -0.23, -0.71, -0.74, -0.80, -0.48, 0.22, 0.30, -1.01, -0.60, -0.84, -0.60, -0.19, 0.07, -0.86, -0.58, -0.89, -0.26, 1.83, 0.02, -0.61, -0.78, -0.80, -0.64, 0.15, 0.59, -0.52, -0.79, -0.60, -0.71, -0.40, 0.29, 1.14, 0.88, 0.79, 0.00, 0.44, 0.41, 0.45, 0.52, 0.22, 0.48, 0.39, 0.43, 0.48, 0.06, 0.43, 0.41, 0.43, 0.43, 0.55, 0.45, 0.38, 0.54, -0.06, 0.27, 0.45, 0.39, 0.43, 0.49, -0.42, -0.07, -0.10, -0.14, 0.29, -0.44], "e_tot_ha": -5715.4598, "gap_ev": 6.0, "multiplicity": 1, "e_above_lowest_ev": 0.897, "lumo_energy_ev": -0.73}

=====

{"formula": "C50H40Br2F15GeN2NaP2SSi2", "method": "wB97M-V/def2-TZVPD", "symbols": ["Na", "C", "Si", "C", "C", "N", "P", "C", "P", "N", "Si", "C", "C", "C", "C", "C", "C", "C", "C", "C", "C", "C", "C", "C", "C", "C", "C", "C", "C", "C", "C", "C", "C", "C", "C", "C", "C", "C", "H", "H", "H", "H", "H", "H", "H", "H", "H", "H", "H", "H", "H", "H", "H", "H", "H", "H", "H", "H", "H", "H", "H", "H", "H", "H", "H", "H", "H", "H", "H", "H", "H", "H", "H", "H", "H", "H", "Br", "C", "Br", "H", "H", "F", "C", "C", "C", "F", "C", "F", "C", "F", "C", "F", "Ge", "S", "C", "C", "F", "C", "F", "C", "F", "C", "F", "C", "F", "C", "C", "F", "C", "F", "C", "F", "C", "F", "C", "F"], "xyz": [[-0.5527, 0.1259, -0.7630], [-3.6203, 2.0216, 2.5901], [-3.1192, 1.0886, 1.0306], [-4.7369, 0.5685, 0.2494], [-2.3907, 2.2946, -0.1823], [-1.9968, -0.1710, 1.1755], [-1.9353, -1.7583, 1.3309], [-1.3194, -2.7902, 0.2090], [-0.7535, -2.8969, -1.3373], [0.1199, -1.8786, -2.1767], [1.6823, -1.6025, -2.5739], [2.0660, -2.2148, -4.3486], [1.9469, 0.2278, -2.6217], [2.9756, -2.3789, -1.4346], [-2.0227, -3.4067, -2.6487], [-2.8325, -4.4628, -2.4616], [-3.5196, -5.1055, -3.4837], [-3.4131, -4.5776, -4.7446], [-2.5492, -3.5075, -4.9601], [-1.8558, -2.8725, -3.9371], [0.0484, -4.5151, -1.5278], [0.4387, -4.9584, -2.7956], [1.0910, -6.1470, -2.9982], [1.4768, -6.8709, -1.8542], [1.1784, -6.4028, -0.5949], [0.4119, -5.2527, -0.4492], [-3.6499, -2.3558, 1.7747], [-4.3795, -1.9893, 2.9370], [-5.6455, -2.4484, 3.2234], [-6.2463, -3.2880, 2.3446], [-5.5566, -3.7551, 1.2370], [-4.3315, -3.2370, 0.9309], [-1.1463, -2.0624, 2.9621], [-1.3827, -1.0981, 3.9456], [-0.8665, -1.3026, 5.2293], [-0.1605, -2.4640, 5.5326], [0.1283, -3.3914, 4.5102], [-0.4422, -3.2128, 3.2617], [-4.2340, 2.9639, 2.3002], [-2.6414, 2.2129, 3.1238], [-4.1864, 1.2975, 3.2119], [-5.2976, 1.5068, 0.1740], [-5.3470, -0.1416, 0.7989], [-4.6988, 0.2098, -0.7806], [-3.0604, 3.1420, -0.3431], [-2.1201, 1.8265, -1.1095], [-1.4390, 2.6919, 0.2393], [1.3041, -1.8406, -4.9558], [2.0343, -3.3243, -4.4970], [3.0096, -1.8707, -4.6797], [1.1785, 0.7047, -3.2348], [2.9488, 0.5793, -2.9712], [1.8268, 0.6509, -1.6032], [2.6456, -3.4395, -1.2508], [3.0474, -1.7827, -0.5093], [3.9451, -2.4233, -1.7754], [-2.9373, -4.8552, -1.4171], [-4.2261, -5.9224, -3.2598], [-3.9818, -4.9196, -5.6108], [-2.4287, -3.1310, -5.9689], [-1.2606, -2.0706, -4.1298], [0.2675, -4.3517, -3.6762], [1.5460, -6.3980, -3.9348], [2.0776, -7.7728, -1.9527], [1.5435, -6.8287, 0.2889], [0.0573, -4.9335, 0.5635], [-3.9086, -1.2874, 3.6651], [-6.2351, -2.1466, 4.0869], [-7.2497, -3.6399, 2.4545], [-6.0506, -4.4465, 0.5836], [-3.7797, -3.5059, 0.0363], [-1.8746, -0.1933, 3.6686], [-1.2047, -0.5356, 5.9086], [0.3005, -2.5867, 6.4948], [0.8174, -4.2155, 4.7060], [-0.2169, -3.8985, 2.4628], [-3.1136, -0.1234, -3.1482], [-3.6549, 1.7278, -3.1579], [-2.4508, 2.9220, -4.0307], [-3.7471, 1.9851, -2.1002], [-4.5637, 1.7308, -3.7153], [5.6196, 5.8240, -0.1260], [4.5117, 6.5490, -0.3467], [3.3044, 5.9762, -0.1758], [2.1855, 6.7486, -0.4458], [0.9770, 6.2684, -0.2564], [2.3372, 8.0546, -0.8599], [1.2350, 8.7636, -1.1565], [3.5669, 8.6400, -1.0238], [3.6935, 9.8836, -1.4387], [4.6871, 7.8492, -0.8183], [5.9098, 8.4241, -0.8785], [2.7505, 4.0373, 0.2570], [1.3554, 3.3949, -1.1803], [2.1876, 4.2921, 2.1246], [3.0545, 4.9518, 2.9337], [4.3367, 5.1644, 2.5050], [2.7709, 5.3540, 4.1879], [3.6227, 6.0630, 4.9393], [1.4893, 5.1221, 4.7640], [1.0587, 5.6318, 5.9240], [0.6270, 4.4617, 3.9196], [-0.5728, 4.1784, 4.3668], [0.9530, 4.0499, 2.6608], [-0.0181, 3.4333, 1.9621], [4.4777, 3.0362, 0.2883], [5.0382, 2.8286, -0.9678], [4.6487, 3.4986, -2.0228], [6.1265, 2.0142, -1.1767], [6.6848, 1.8720, -2.3874], [6.6028, 1.3202, -0.0713], [7.6467, 0.4516, -0.1749], [5.9592, 1.3887, 1.1815], [6.3338, 0.4891, 2.1357], [4.8573, 2.2035, 1.3271], [4.2018, 2.2639, 2.4947]], "atomic_forces_ev_per_a": [[0.0994, -0.3499, 0.0930], [0.3712, 0.4097, -0.0207], [0.1619, -1.3596, -0.3553], [-0.6200, 0.4173, -0.4145], [0.8569, 0.8622, 1.2033], [-0.0193, 0.7531, -0.0388], [-0.2426, -0.6268, -0.2946], [0.4032, 0.5312, -0.6007], [-1.5845, -0.9285, 0.1261], [-1.0156, 0.9183, 0.9531], [1.6512, -0.5443, -0.9851], [-0.0326, -1.8337, 1.5111], [0.6446, 0.7435, 0.3584], [-2.4092, -0.4665, 1.1291], [1.7378, 2.3508, -0.2381], [-1.3264, -2.0930, 1.8935], [-0.9932, -0.0616, 0.4667], [0.2299, 0.2320, -0.9856], [0.0607, 0.6661, -0.3526], [-2.4572, -3.1924, 0.4046], [0.4274, 0.1549, -0.6657], [-0.0764, 0.2485, -0.6967], [0.8440, -0.1500, 1.5646], [0.4275, -0.3531, -0.3114], [-0.6462, 0.6380, -0.8388], [-0.3248, -0.2940, 1.7934], [-1.5003, 0.0057, 0.9897], [1.9065, 1.1319, 0.4297], [-0.3793, 0.6247, 0.4968], [-0.3053, -1.3376, -1.0308], [-0.7478, 0.4725, -0.0282], [1.7362, 0.1941, -0.3808], [-0.9046, 0.7217, -0.0392], [1.3823, -1.3781, 0.2029], [-1.1444, 0.0166, -0.7109], [0.5299, 0.1637, -0.7900], [-0.3031, 0.5173, 0.8370], [0.7222, 0.0627, -0.0604], [1.1244, -1.5052, 0.8732], [-1.1773, 0.4043, -0.3764], [-0.0094, 0.6424, -0.2171], [-0.3301, 0.0909, 0.1248], [-0.0167, -0.1003, 0.2700], [0.3708, -0.2095, 0.0469], [0.1147, 0.0889, -0.2741], [-0.0114, -0.0941, -0.6142], [-0.5713, -0.0436, -0.3042], [-1.2563, 0.8524, -1.2657], [0.1424, 0.7671, 0.3635], [1.1093, 0.4849, -0.4760], [0.0515, 0.0965, -0.1118], [-0.7009, -0.2704, 0.1812], [0.1636, -0.0750, -0.4268], [0.2880, 0.9770, 0.2564], [-0.3595, -0.4909, 0.0529], [2.2880, -0.0491, -1.2717], [0.2000, 0.2621, -0.9622], [0.5304, 0.3680, -0.1386], [0.1128, -0.3073, 0.3386], [-0.1020, 0.0457, -0.1257], [1.7758, 1.9787, -0.3358], [-0.2381, 0.1667, 0.1645], [-0.3090, -0.2410, -0.5888], [-0.0328, 0.0821, -0.0743], [0.4708, -1.0678, 1.0053], [0.4925, -0.0752, -1.0232], [-0.3563, -0.6264, -0.6246], [0.4637, 0.2456, 0.0610], [-0.5418, -0.1319, 0.4563], [-0.0861, -0.2750, -0.3824], [-0.1342, -0.2340, -0.0448], [-0.3184, 0.4780, -0.0152], [0.6012, -0.0916, 0.7849], [-0.0155, -0.0814, 0.4069], [-0.3528, 0.0960, -0.0260], [-0.1397, -0.1704, -0.2298], [0.2964, 0.0313, -0.1161], [0.0102, -0.5420, 0.5490], [0.2751, 0.1121, -0.0048], [-0.2208, 0.2429, -0.5944], [-0.5992, 0.2613, -0.0578], [0.3624, 0.0619, 0.0929], [1.2600, 0.4260, -0.6216], [-1.9266, -1.3205, 0.3083], [1.4380, 0.4897, 0.1782], [-0.7514, 0.1605, 0.0771], [-1.3430, 0.1477, -0.2689], [-0.1042, 0.3386, 0.0374], [0.7740, -1.2778, -0.0655], [-0.0370, 0.8406, -0.1818], [0.1002, 0.3582, 0.8463], [-0.2488, -0.3163, -0.2124], [0.2307, 0.3378, -0.8270], [0.1013, -0.2536, 0.2745], [-0.3473, -0.2682, -0.7537], [1.9296, -0.0313, -0.3421], [-0.5804, 0.1327, 0.1917], [-1.6633, 0.9533, 2.9541], [0.5444, 0.0396, -0.0693], [1.1449, 0.2226, -1.9781], [0.5558, -0.3111, -0.2565], [-0.3305, -0.0519, 1.2589], [-1.4593, -0.1575, 0.5169], [-0.1692, -0.4166, -1.2947], [0.4188, 0.1850, 0.3488], [-1.1402, -0.5147, -0.6816], [0.7083, 0.1114, 1.0138], [-0.6911, 0.8614, -0.8252], [0.5769, -0.7715, 0.7959], [-0.0459, 0.0484, 0.3281], [0.2255, -0.8330, 0.5996], [-0.6621, 0.6723, -0.1561], [0.3973, -1.1123, -0.4260], [-0.1297, 0.8669, -0.4730], [0.4668, 0.7217, -0.2872], [0.2333, -0.3005, 0.0311]], "mulliken_charge": [0.44, -0.80, 0.84, -0.96, -0.43, 0.21, 2.21, -2.34, 1.96, 0.65, -0.07, -1.25, -0.71, -1.01, 0.70, -0.15, -0.95, -0.55, -1.01, -1.13, -0.10, -0.09, -1.25, -0.59, -0.45, -0.23, -0.13, 0.30, -1.00, -0.30, -0.74, -0.23, 0.58, -0.73, -0.63, -0.79, -0.40, -0.35, 0.31, 0.08, 0.19, 0.34, 0.33, 0.17, 0.57, -0.28, -0.47, 0.40, 0.20, 0.47, 0.30, 0.34, -0.20, 0.15, 0.20, 0.57, 0.25, 0.36, 0.34, 0.38, 1.13, 0.63, 0.36, 0.32, 0.47, -0.32, 0.14, 0.36, 0.38, 0.43, 0.06, 0.19, 0.41, 0.35, 0.40, 0.12, 0.11, -0.24, -0.12, -0.10, 0.47, -0.35, 0.21, 0.03, 0.01, -0.22, 0.12, -0.34, 0.49, -0.31, 0.23, -0.33, 0.59, -0.28, 0.22, 0.10, -0.42, 0.30, -0.35, 0.19, -0.30, 0.12, -0.32, -0.09, 0.07, 0.06, 0.14, -0.39, 0.28, -0.33, 0.39, -0.33, 0.25, -0.32, 0.09, -0.27], "e_tot_ha": -12584.0561, "gap_ev": 5.5, "multiplicity": 1, "e_above_lowest_ev": 0.636, "lumo_energy_ev": 3.49, "charge": -2}